## A
Here is a structure of composition C4H5CuLiO7 from the Open Molecules 2025 dataset. Energies are from the ωB97M-V functional and the def2-TZVPD basis.

## Properties
E_LUMO	-0.1	eV
Kohn-Sham gap	3.5167	eV
E_HOMO	-3.65	eV

The geometry in ORCA input format:
```
! wB97M-V def2-TZVPD RIJCOSX def2/J DEFGRID3
* xyz -1 1
O 0.51476 -2.97330 -2.79992
C 0.50250 -2.76849 -1.55805
O 1.40020 -3.19658 -0.78912
O -0.50231 -2.02292 -1.08829
C -0.19104 -0.78347 -0.45263
O -0.78732 1.51013 -0.41289
C 0.02696 2.47600 2.43631
C -1.01967 0.33374 -1.07887
O -0.77828 1.57442 2.80613
O -0.43836 3.48242 1.82007
Cu 2.51571 -4.51490 -2.75768
Li -1.77317 2.11249 1.10169
H 0.88055 -0.55387 -0.55541
H -0.43811 -0.84084 0.61887
H -0.74016 0.41009 -2.15452
H -2.07086 -0.03360 -1.11288
O 1.10792 2.67472 3.24855
H 1.79070 3.11397 2.72863
*
```

Löwdin atomic charge list, values in e, 5 entries: O -0.06; C -0.81; O -0.05; O -0.02; C -0.17

---

## B
Here is a structure of composition C4H5CuLiO7 from the Open Molecules 2025 dataset. Energies are from the ωB97M-V functional and the def2-TZVPD basis.

## Properties
E_LUMO	1.1	eV
Kohn-Sham gap	4.4739	eV
E_HOMO	-3.33	eV

The geometry in ORCA input format:
```
! wB97M-V def2-TZVPD RIJCOSX def2/J DEFGRID3
* xyz -1 1
O -3.65310 2.45741 -0.49409
C -2.88197 1.52040 -0.82556
O -3.20111 0.64023 -1.66396
O -1.68817 1.48856 -0.22142
C -0.78759 0.43906 -0.56490
O 1.20238 -0.57544 0.03627
C 2.56871 -1.43192 1.01907
C 0.46093 0.55695 0.29798
O 3.61955 -0.77842 0.60739
O 2.47519 -2.64547 0.53417
Li -4.94226 1.54885 -1.65044
Cu 3.23536 -1.81813 -1.49526
H -0.52060 0.50280 -1.63019
H -1.25400 -0.54544 -0.41336
H 0.99002 1.49254 0.02773
H 0.17524 0.59225 1.36847
O 2.37539 -1.34608 2.41247
H 1.82604 -2.09817 2.65562
*
```

Löwdin atomic charge list, values in e, 5 entries: O -0.12; C -0.82; O -0.11; O 0.01; C -0.18

---

Stability, highest: A